{
  "formula": "C30H39As2F5IrNO5S2SbTe",
  "method": "wB97M-V/def2-TZVPD",
  "spin_multiplicity": 2,
  "e_homo_ev": [-14.1, -14.1],
  "s_squared": 0.76,
  "charge": 2,
  "lumo_ev": [-6.38, -8.48],
  "relative_energy_kcal_mol": 5.5,
  "gap_ev": [7.750, 5.654],
  "species": ["Ir", "O", "As", "C", "C", "C", "C", "C", "C", "C", "C", "C", "C", "C", "C", "C", "C", "C", "C", "C", "C", "H", "H", "H", "H", "H", "H", "H", "H", "H", "H", "H", "H", "H", "H", "H", "C", "Sb", "C", "C", "H", "H", "H", "H", "H", "H", "H", "H", "H", "F", "Te", "F", "F", "F", "F", "O", "C", "As", "C", "C", "S", "H", "H", "H", "H", "H", "H", "H", "H", "H", "N", "C", "C", "C", "C", "C", "C", "S", "O", "O", "O", "H", "H", "H", "H", "H", "H"],
  "coordinates": [[-1.7945, 0.8763, 0.5866], [-0.9870, 0.0396, -1.1476], [-1.1973, -0.6444, -2.6767], [-2.9437, -0.1689, -3.2868], [-4.0298, -0.4191, -2.4449], [-5.3032, -0.0371, -2.8435], [-5.4888, 0.5844, -4.0756], [-4.4092, 0.8108, -4.9168], [-3.1303, 0.4284, -4.5271], [0.1129, -0.0605, -3.9200], [0.4736, -0.9359, -4.9412], [1.3714, -0.5130, -5.9111], [1.9018, 0.7684, -5.8546], [1.5408, 1.6375, -4.8318], [0.6427, 1.2237, -3.8613], [-1.0493, -2.5351, -2.5141], [0.2096, -3.0756, -2.2377], [0.3282, -4.4406, -2.0298], [-0.7957, -5.2568, -2.1054], [-2.0389, -4.7175, -2.3967], [-2.1725, -3.3505, -2.6012], [-3.8795, -0.9146, -1.4898], [-6.1546, -0.2405, -2.2065], [-6.4833, 0.8758, -4.3861], [-4.5616, 1.2774, -5.8807], [-2.2872, 0.6017, -5.1860], [0.0668, -1.9391, -4.9825], [1.6580, -1.1866, -6.7070], [2.6040, 1.0932, -6.6106], [1.9586, 2.6346, -4.7919], [0.3626, 1.8889, -3.0574], [1.0838, -2.4380, -2.1756], [1.2974, -4.8688, -1.8117], [-0.6975, -6.3211, -1.9395], [-2.9072, -5.3583, -2.4630], [-3.1439, -2.9353, -2.8372], [3.0440, -0.6994, 2.2861], [1.6305, 0.4130, 1.2174], [1.3137, 2.0999, 2.4823], [2.1274, 1.3795, -0.5759], [3.8395, -0.0362, 2.6217], [3.4235, -1.4849, 1.6410], [2.5455, -1.1368, 3.1501], [2.0432, 2.8722, 2.2360], [1.4382, 1.8142, 3.5259], [0.3044, 2.4846, 2.3478], [2.7686, 2.2345, -0.3656], [1.1890, 1.7230, -1.0091], [2.6035, 0.6761, -1.2521], [-1.7043, -3.8520, 0.7988], [-0.6467, -2.2593, 0.8888], [0.7902, -3.1030, 1.7268], [-1.3665, -2.1953, 2.6258], [1.4403, -1.3019, 0.0290], [-2.7011, -0.8380, 0.7954], [-0.2452, -0.1731, 1.5158], [-4.0619, 1.1647, 5.3607], [-3.0110, 0.2192, 4.0662], [-4.0626, -1.2659, 3.4661], [-1.3902, -0.3198, 4.9355], [-2.6340, 1.7564, 2.5819], [-4.2362, 0.5086, 6.2128], [-5.0113, 1.4518, 4.9141], [-3.5211, 2.0520, 5.6828], [-4.4918, -1.7325, 4.3524], [-3.4365, -1.9696, 2.9246], [-4.8544, -0.8866, 2.8244], [-1.5526, -1.2748, 5.4330], [-1.1333, 0.4486, 5.6620], [-0.6155, -0.4219, 4.1832], [-3.2745, 1.9890, -0.3444], [-2.3141, 2.9484, -0.8114], [-1.4248, 3.4721, 0.1366], [-0.3276, 4.2161, -0.3057], [-0.1697, 4.4505, -1.6542], [-1.0905, 3.9711, -2.5880], [-2.1510, 3.1945, -2.1710], [1.2491, 5.3538, -2.2025], [1.4717, 5.0000, -3.5697], [2.2674, 5.1750, -1.2105], [0.8821, 6.8213, -2.1625], [-3.9297, 2.3554, 0.3479], [-3.7836, 1.5455, -1.1087], [-1.6349, 3.4398, 1.1983], [0.3770, 4.6243, 0.4069], [-0.9449, 4.1800, -3.6402], [-2.8429, 2.7732, -2.8895]]
}